1.
Density functional theory data (the ωB97M-V functional and the def2-TZVPD basis) for a molecular structure, C17H34NiOP2 in a non-equilibrium geometry.

The geometry in XYZ format:
```
55
Properties=species:S:1:pos:R:3:forces:R:3
P -2.52897 -0.91775 -1.08856 1.460 -0.164 -1.657
P 1.62648 -1.16723 -1.80915 -1.584 1.915 1.874
C -1.40063 -1.53724 -2.57646 -1.961 -0.182 -0.690
C 0.03384 -2.11171 -2.44401 1.039 -0.918 -0.409
H -1.51315 -0.84513 -3.42124 0.035 -0.374 0.049
H -2.03554 -2.40319 -2.73931 0.621 0.087 -0.383
H 0.02324 -3.13936 -2.05554 0.055 0.228 -0.141
H 0.36893 -2.15514 -3.47515 -0.034 -0.026 0.176
C 2.13710 -0.19604 -3.23630 0.435 -0.080 -1.026
H 2.98472 0.41557 -2.92699 -0.028 0.095 -0.054
H 1.33533 0.46287 -3.60236 0.148 -0.259 0.389
H 2.46624 -0.79842 -4.09888 -0.097 0.007 0.313
C 2.66284 -2.57384 -1.38358 0.812 -0.467 -0.088
H 3.10670 -3.07014 -2.25965 -0.185 0.271 0.062
H 2.09867 -3.33876 -0.82917 0.071 0.520 -0.073
H 3.46466 -2.18473 -0.74931 -0.105 -0.169 0.050
C -3.71882 0.27990 -1.71533 -0.977 -0.417 -0.454
H -4.09024 0.83653 -0.83997 0.017 0.041 -0.475
H -4.56452 -0.20868 -2.23311 -0.060 0.370 0.096
H -3.22592 0.96592 -2.42859 -0.074 -0.364 0.494
C -3.14677 -2.37703 -0.21605 -0.545 -0.226 -0.160
H -2.31550 -3.06546 0.03093 -0.310 0.602 -0.157
H -3.88551 -2.94757 -0.81119 0.217 0.260 0.311
H -3.61368 -2.02334 0.71247 0.023 -0.351 -0.070
Ni -0.42241 -0.79735 -1.10220 0.325 1.139 1.444
C -0.07349 -4.09638 -4.84057 0.447 -0.095 -0.488
C 0.09309 -2.95811 -5.52342 0.013 -1.011 -0.730
C -0.82744 -2.59406 -6.66151 0.133 0.726 -0.343
C -2.34369 -2.81383 -6.41962 -0.214 0.153 -0.685
C -2.85804 -2.65439 -5.01122 -0.612 -1.439 0.745
C -2.98320 -3.68813 -4.13708 -0.334 0.895 -2.130
C -2.48819 -5.05615 -4.50138 -0.252 -0.823 0.668
C -1.10727 -5.14736 -5.19195 0.088 -0.612 -0.187
C -1.28784 0.19605 0.34135 0.734 0.404 3.190
H 0.64791 -4.38356 -4.06702 -0.290 0.210 -0.182
H 0.98698 -2.32366 -5.41965 -0.514 -0.286 0.315
H -0.55725 -3.12513 -7.60122 0.007 0.162 0.555
H -0.65772 -1.52994 -6.89056 -0.094 -0.238 0.058
H -2.87552 -2.07092 -7.04268 0.202 -0.268 0.216
H -2.61609 -3.78635 -6.87056 -0.074 0.367 0.559
H -3.23011 -1.67285 -4.73582 0.017 -0.029 0.019
H -3.56304 -3.60088 -3.21642 0.340 0.192 -0.131
H -3.21885 -5.60379 -5.13626 0.246 0.396 0.254
H -2.45816 -5.64628 -3.57104 0.080 0.126 -0.220
H -0.67779 -6.12867 -4.92037 -0.145 0.356 -0.045
H -1.28329 -5.23612 -6.28055 0.374 0.387 0.442
H -0.63211 -0.13085 1.17741 -0.149 0.262 -0.048
H -2.32044 0.11596 0.73755 0.497 0.568 0.407
H -1.07441 1.26062 0.14625 -0.302 -0.313 -0.222
C 1.75174 1.52262 -0.20492 -0.393 0.677 -0.812
C 1.61216 0.00565 -0.24891 1.175 -0.684 -0.951
O 2.02132 -0.65985 0.73253 -0.394 -0.451 0.633
H 2.67310 1.89793 -0.67179 0.178 -0.242 0.203
H 1.68635 1.96069 0.80880 0.191 -0.845 -0.234
H 0.96294 2.04006 -0.74504 -0.251 -0.084 -0.275
```
Positions in Å, forces in eV/Å.

Output
2S+1	3
ΔE to the lowest compared entry with this formula, charge and spin	2.520	eV
highest occupied orbital energy (alpha / beta)	-3.08 / -6.33	eV
frontier orbital gap (alpha / beta)	3.62 / 6.79	eV

---

2.
Density functional theory data (the ωB97M-V functional and the def2-TZVPD basis) for a molecular structure, C17H35Cl3OSi2Tc in a non-equilibrium geometry.

The geometry in XYZ format:
```
59
Properties=species:S:1:pos:R:3:forces:R:3
C -0.62565 -1.30462 -3.32360 -1.186 -0.828 0.202
C -1.82453 -0.45965 -3.22025 0.010 -1.982 0.533
C -2.66713 -1.07707 -2.17462 0.689 -0.690 -1.188
C -2.32995 0.45914 -4.25087 -0.426 0.688 -0.617
C -1.96537 -2.27038 -1.72158 0.605 -0.150 -1.483
C -0.72672 -2.38651 -2.42735 -1.981 1.261 -0.212
C 0.16734 -3.55052 -2.39511 0.612 -0.460 0.613
C 0.43556 -1.15919 -4.31886 0.962 0.321 -0.572
C -4.11799 -0.85143 -2.01890 -0.633 -0.354 0.262
C -2.52249 -3.28994 -0.82114 -0.102 -0.211 0.578
Tc -1.46023 0.38345 -1.41441 4.268 -1.827 2.593
Cl -2.63086 2.14172 -1.20783 -2.670 3.448 0.084
Cl 0.29672 1.58172 -2.22233 0.957 0.842 -0.910
Cl -2.06344 -0.25444 0.72258 -0.638 -0.388 1.097
H -1.53721 0.70855 -4.95505 0.015 0.108 -0.096
H -2.65963 1.38311 -3.77043 -0.065 0.045 -0.343
H -3.18398 0.04895 -4.81164 0.110 -0.065 -0.028
H -4.34882 0.20359 -2.07381 -0.175 0.231 -0.058
H -4.42671 -1.20428 -1.02856 -0.093 0.114 -0.075
H -4.71348 -1.38971 -2.76495 -0.110 -0.091 -0.131
H -3.08235 -2.82200 -0.00257 0.091 -0.124 -0.040
H -1.72378 -3.90177 -0.38981 -0.128 0.073 0.082
H -3.20333 -3.97060 -1.35160 -0.090 -0.030 0.004
H 0.09304 -4.06931 -1.42633 0.210 0.190 -0.310
H 1.20156 -3.23066 -2.53657 0.029 -0.146 0.135
H -0.08143 -4.27916 -3.18187 -0.017 0.124 0.011
H 0.61533 -0.10311 -4.58004 -0.002 -0.325 0.131
H 0.20496 -1.69865 -5.25483 -0.006 0.069 0.048
H 1.37896 -1.58152 -3.93748 -0.185 0.235 -0.134
O 0.91707 -1.15695 -0.17269 -1.690 0.049 0.807
H 0.25569 -1.23199 0.56520 0.827 0.057 -1.118
C 2.46183 -0.51262 3.88126 -0.137 0.055 0.322
Si 2.86881 0.30813 2.22290 -0.364 -0.424 -0.855
C 4.41978 1.36044 2.42287 0.143 0.398 0.431
C 3.27546 -1.07393 1.00823 0.766 0.392 -0.052
C 1.52382 1.46520 1.65881 -0.555 -0.850 -1.121
Si 0.36514 2.55173 2.60221 -0.019 -0.121 -0.588
C 1.36388 3.66985 3.76003 0.074 0.225 0.188
C -0.57705 3.61609 1.37067 -0.083 -0.033 -0.218
C -0.88933 1.62537 3.66989 -0.042 -0.566 0.051
H 3.35084 -1.03491 4.25958 -0.078 0.032 -0.035
H 1.65560 -1.25917 3.77792 0.258 0.311 -0.101
H 2.14891 0.21243 4.64660 0.047 -0.107 -0.092
H 5.20175 0.81157 2.96069 0.022 0.064 -0.056
H 4.81076 1.65369 1.44186 -0.085 -0.070 0.096
H 4.19113 2.28424 2.98253 0.145 -0.254 -0.136
H 2.71284 -1.97590 1.23746 -0.069 0.047 -0.116
H 2.96051 -0.77927 -0.00592 0.016 -0.164 0.467
H 4.35478 -1.31320 1.00498 -0.029 0.090 0.205
H 1.19474 1.23405 0.58257 0.515 0.261 1.349
H 1.97971 4.37702 3.18508 -0.114 -0.160 0.105
H 0.68778 4.25347 4.40468 0.151 -0.085 -0.121
H 2.03645 3.09466 4.41146 -0.118 0.056 -0.103
H -1.56877 3.18219 1.14991 0.434 0.159 0.065
H -0.71615 4.63270 1.75085 -0.058 0.060 -0.040
H -0.03641 3.66582 0.40729 -0.223 0.007 0.392
H -1.87731 1.57940 3.18468 0.400 -0.025 0.039
H -0.56562 0.58117 3.85346 -0.170 0.497 -0.074
H -1.00502 2.12299 4.63474 -0.014 0.026 0.133
```
Positions in Å, forces in eV/Å.

Output
2S+1	4
highest occupied orbital energy (alpha / beta)	0.27 / -0.07	eV
net charge	-2
frontier orbital gap (alpha / beta)	4.83 / 5.06	eV

---

3.
Density functional theory data (the ωB97M-V functional and the def2-TZVPD basis) for 4 unconnected molecules or ions with the total composition C17H35ClNO3S.

The geometry in XYZ format:
```
58
Properties=species:S:1:pos:R:3:forces:R:3
S 0.14250 -1.29996 2.04967 0.087 0.155 0.473
C -1.02626 -0.73502 0.79552 0.016 -0.063 -0.120
C -2.18669 -1.69997 0.57352 -0.030 -0.015 -0.150
C -2.87024 -1.55540 -0.79653 -0.117 -0.007 0.080
C -1.94479 -1.87605 -1.93297 0.013 0.311 -0.034
C -1.66735 -3.19085 -2.21115 0.122 -0.314 -0.116
N -0.81492 -3.54121 -3.18959 -0.011 -0.056 0.015
C -0.17773 -2.63908 -3.95395 0.096 -0.125 -0.111
C -0.40145 -1.31107 -3.74673 -0.237 0.370 0.283
C -1.29244 -0.92888 -2.73825 0.151 -0.112 -0.109
Cl -1.55393 0.74035 -2.50950 -0.109 0.015 0.120
H 0.72344 -2.29764 1.37579 -0.056 -0.039 -0.190
H -0.47427 -0.52109 -0.12050 -0.003 -0.018 -0.006
H -1.39088 0.21920 1.17614 -0.008 0.016 -0.029
H -1.82827 -2.72856 0.66984 0.007 -0.015 0.027
H -2.93748 -1.54619 1.34826 0.098 -0.085 0.080
H -3.29221 -0.56063 -0.92766 0.029 0.034 0.017
H -3.70210 -2.26170 -0.82808 -0.046 0.050 -0.038
H -2.12050 -4.00081 -1.65590 0.006 -0.005 -0.015
H -0.64883 -4.52534 -3.35497 0.001 -0.011 -0.001
H 0.49754 -2.99636 -4.71803 -0.031 -0.116 0.054
H 0.11349 -0.57407 -4.35347 0.036 -0.048 -0.083
C -4.15537 -0.64848 5.70951 -0.049 -0.033 -0.086
C -2.99278 -0.68931 4.73347 0.005 0.073 0.123
C -1.97771 0.40986 4.99210 0.053 0.039 -0.199
O -3.46798 -0.60822 3.37906 0.028 0.032 0.001
H -4.68699 0.30352 5.62633 0.025 0.024 0.034
H -4.86359 -1.44925 5.49822 0.013 -0.011 0.006
H -3.80827 -0.75318 6.73742 0.014 0.010 0.002
H -2.49850 -1.65986 4.79610 -0.003 -0.025 -0.059
H -2.44078 1.39337 4.87204 -0.035 -0.001 0.063
H -1.16594 0.33722 4.26687 0.045 0.011 0.058
H -1.55402 0.35557 5.99460 -0.035 -0.048 0.013
H -3.93198 0.23284 3.29559 -0.047 -0.010 0.005
C 0.61964 2.46467 -5.08750 0.007 -0.196 -0.029
C 1.84199 1.56151 -5.09346 0.021 0.168 -0.042
C 3.02803 2.17048 -5.81596 0.006 -0.119 -0.050
O 1.49460 0.28433 -5.66159 -0.032 -0.009 0.023
H 0.28462 2.67089 -6.10718 0.061 0.037 -0.015
H -0.18615 1.94718 -4.56881 -0.086 0.183 0.000
H 0.81755 3.41467 -4.59248 0.012 -0.008 0.021
H 2.12395 1.33164 -4.06341 0.016 -0.032 0.006
H 2.77574 2.36449 -6.86180 -0.015 0.046 0.006
H 3.88196 1.49427 -5.79491 -0.002 0.005 0.020
H 3.32037 3.11456 -5.35738 -0.014 0.015 0.005
H 1.26296 0.43363 -6.58610 0.049 -0.025 -0.012
C 3.84721 1.52249 1.58446 -0.064 0.030 -0.032
C 3.59056 2.12981 2.95562 0.067 -0.112 -0.018
C 4.36086 1.40522 4.04761 -0.054 0.028 0.051
O 2.19370 2.14414 3.24482 -0.024 0.021 -0.028
H 3.51660 0.47949 1.56939 0.030 -0.013 0.014
H 3.29148 2.06415 0.81823 0.006 0.014 0.009
H 4.90773 1.54908 1.33099 0.007 -0.005 0.011
H 3.88165 3.18119 2.94482 -0.015 0.026 0.005
H 4.04789 0.35818 4.09817 0.026 -0.015 -0.027
H 4.16714 1.86104 5.01798 0.003 0.013 -0.006
H 5.43473 1.43040 3.85934 0.003 -0.003 -0.012
H 1.89242 1.22877 3.26637 -0.035 -0.030 -0.006
```
Positions in Å, forces in eV/Å.

Output
highest occupied orbital energy	-11.60	eV
net charge	+1
frontier orbital gap	7.31	eV

---

4.
Density functional theory data (the ωB97M-V functional and the def2-TZVPD basis) for 5 unconnected molecules or ions with the total composition C17H35IN2O13P in a non-equilibrium geometry.

The geometry in XYZ format:
```
69
Properties=species:S:1:pos:R:3:forces:R:3
C 0.08946 -3.51965 -0.55724 -0.846 1.377 -0.663
C -0.04462 -2.62929 -1.39052 0.387 -0.606 1.069
N -0.02921 -1.49729 -2.33479 1.429 -0.684 1.758
C 0.23311 -0.15917 -1.68690 1.120 2.138 1.273
C -0.59514 0.18654 -0.38578 -0.742 1.258 0.264
C 0.28055 0.92339 0.76732 -0.728 -0.750 -0.281
N 1.53618 0.20882 1.10210 -0.216 0.907 -0.742
P -1.44377 -1.59107 -3.47240 -1.294 -1.142 -3.580
O -0.90888 -0.70048 -4.83423 -0.903 0.161 2.940
I -3.42588 -0.45225 -2.63112 0.951 0.233 0.011
H 0.03991 -4.26257 0.29526 0.255 1.200 -1.698
H 0.80695 -1.68889 -2.93321 -0.691 0.165 0.080
H 0.03764 0.66710 -2.45511 0.305 -1.469 0.772
H 1.35280 -0.12712 -1.44148 -1.558 -0.129 -0.313
H -1.18435 -0.65851 0.08024 0.919 0.611 -0.742
H -1.37298 0.97323 -0.68655 0.909 -1.276 0.420
H -0.36662 0.93690 1.71170 0.705 0.233 -1.483
H 0.46139 1.98806 0.40613 0.046 -1.394 0.737
H 1.49436 -0.79354 0.89303 0.117 0.622 0.117
H 2.32707 0.66377 0.63073 -0.365 -0.672 0.294
H -1.23150 0.23136 -4.76863 0.434 -0.682 -0.345
C -6.70253 -1.31065 -1.15805 -0.066 0.154 -0.299
O -7.18987 -2.06736 -0.05555 0.152 0.071 0.219
C -6.70611 -1.67591 1.13388 -0.217 -0.221 0.232
O -5.92536 -0.77295 1.31770 -0.119 -0.231 -0.159
O -7.23880 -2.46007 2.07740 0.156 0.227 -0.460
C -6.80870 -2.15445 3.40408 0.057 -0.002 0.510
H -7.15596 -1.71116 -2.06470 -0.076 -0.146 0.237
H -6.98970 -0.26126 -1.06292 0.151 -0.051 0.070
H -5.61691 -1.40783 -1.24052 -0.208 0.038 0.195
H -7.09970 -1.13937 3.67839 0.100 -0.076 -0.102
H -5.72907 -2.28618 3.49918 -0.076 0.150 -0.060
H -7.30134 -2.84924 4.08312 -0.071 -0.025 -0.289
C 4.91386 3.61677 -4.34630 0.087 0.306 -0.418
O 4.42809 2.85381 -3.23869 -0.275 0.375 0.474
C 4.90595 3.24764 -2.04712 0.057 0.171 -0.092
O 5.67542 4.15086 -1.85728 -0.270 -0.341 -0.030
O 4.37251 2.45278 -1.10310 -0.091 -0.039 -0.287
C 4.79452 2.75732 0.22818 0.141 0.090 0.466
H 4.46302 3.21127 -5.25209 -0.074 -0.144 0.237
H 4.61930 4.66313 -4.25187 0.171 -0.082 0.093
H 5.99862 3.52722 -4.42993 -0.082 0.147 0.117
H 4.49452 3.76924 0.50569 0.163 -0.043 -0.104
H 5.87390 2.63392 0.32964 -0.096 0.151 -0.068
H 4.30279 2.05515 0.90185 -0.045 -0.045 -0.243
C -5.13094 0.58236 5.41919 0.092 0.200 -0.325
O -5.61738 -0.17248 6.52696 0.037 -0.029 0.210
C -5.13217 0.22023 7.71641 -0.085 -0.096 0.176
O -4.35338 1.12100 7.89955 -0.213 -0.263 -0.129
O -5.66592 -0.56520 8.66197 0.077 0.137 -0.395
C -5.23612 -0.26008 9.98888 0.086 0.041 0.467
H -5.58668 0.17951 4.51550 -0.047 -0.098 0.226
H -5.41689 1.63172 5.51153 0.169 -0.068 0.080
H -4.04702 0.48429 5.33189 -0.073 0.141 0.117
H -5.52655 0.75541 10.26384 0.162 -0.045 -0.099
H -4.15681 -0.39184 10.08402 -0.083 0.163 -0.066
H -5.73028 -0.95616 10.66598 -0.074 -0.040 -0.293
C 8.88876 -2.05806 -5.68376 0.321 -0.184 -0.331
O 8.14408 -1.63197 -4.54208 -0.377 0.250 0.064
C 7.09723 -0.84729 -4.82944 0.234 -0.141 0.051
O 6.75682 -0.49346 -5.93038 0.005 -0.063 0.344
O 6.49123 -0.52236 -3.67562 0.100 -0.189 -0.181
C 5.34976 0.31840 -3.83271 -0.125 -0.071 0.044
H 9.70752 -2.68436 -5.33085 -0.179 0.111 0.222
H 8.26271 -2.65125 -6.35267 0.005 0.194 -0.002
H 9.31119 -1.20037 -6.21009 -0.181 -0.068 -0.025
H 4.58273 -0.18180 -4.42942 0.126 0.104 -0.143
H 5.63170 1.26568 -4.28528 0.021 -0.343 -0.135
H 4.94149 0.51612 -2.84301 0.301 -0.180 -0.001
```
Positions in Å, forces in eV/Å.

Output
highest occupied orbital energy	-12.36	eV
net charge	+1
frontier orbital gap	8.11	eV

---

Number 1: E -2933.99627 hartree. Number 2: E -2784.35840 hartree. Number 3: E -1807.37400 hartree. Number 4: E -2395.09510 hartree.